No. 1
Below is C4H5NO in the gas phase at a distorted geometry, with properties calculated with ωB97M-V/def2-TZVPD.

Geometry (Å):
N 1.25650 -3.06924 0.22316
C 0.74129 -2.09275 -0.12810
C 0.11968 -0.87527 -0.54014
C 0.59289 0.33740 -0.18008
C -0.41888 1.42427 -0.02126
O -0.81849 0.86028 1.23629
H -0.72318 -0.94376 -1.22337
H 1.51001 0.48277 0.38423
H -0.05089 2.45006 0.10932
H -1.23914 1.41746 -0.75323
H -0.91491 -0.08747 0.95608

Atomic forces in eV per Å
N -0.5 0.8 -0.3
C 0.8 -0.9 0.0
C 0.9 0.2 -0.9
C 0.4 -0.4 -0.8
C 0.1 -0.2 0.0
O -1.3 0.1 0.3
H -0.2 -0.1 0.4
H -0.1 -0.3 -0.1
H 0.0 -0.5 0.1
H 0.3 0.0 0.1
H -0.4 1.2 1.2

Values from the calculation:
SMILES string: N#C/C=C/CO
ΔE to the lowest compared entry with this formula, charge and spin: 216.3 kJ/mol
net charge: 0
HOMO energy: -9.93 eV
2S+1: 1
electronic energy: -7764.28433 eV
orbital gap: 9.983 eV

natural (NBO) population analysis, charges in e, atoms 1 to 2: atom 1 (N): -0.30, atom 2 (C): 0.25

No. 2
Below is a molecular structure, C12H14N5O3Pt, with properties calculated with ωB97M-V/def2-TZVPD.

Geometry (Å):
Pt -0.86579 0.88756 0.31491
O -2.45652 -0.22280 0.75841
C -3.64228 -0.09409 -0.08505
C -3.36261 0.98599 -1.08881
C -4.34997 1.38824 -1.96568
C -4.09969 2.43542 -2.83648
C -2.86181 3.06816 -2.79628
C -1.91183 2.61963 -1.91267
N -2.14357 1.58038 -1.08359
H -2.56791 -0.76333 1.55533
H -4.48643 0.17513 0.54975
H -3.82375 -1.05741 -0.56241
H -5.31229 0.89273 -1.95184
H -4.86548 2.76646 -3.52581
H -2.63611 3.90591 -3.44071
H -0.94549 3.09338 -1.84814
N 5.25589 2.65410 -0.94852
C 4.08933 2.18934 -0.53551
O 3.81812 1.28243 0.22018
C 2.83319 2.90836 -1.09151
C 2.80908 4.02456 -1.91761
N 2.79992 4.94037 -2.63164
C 1.64271 2.32870 -0.64852
N 0.66426 1.83256 -0.27553
H 5.37021 3.42923 -1.58776
H 6.10128 2.20140 -0.61319
C 1.35247 -0.12742 3.95198
C 1.05436 -0.24296 2.49438
N 1.83201 -0.96882 1.73064
O 0.03415 0.37908 2.04456
H 2.25590 0.47135 4.08616
H 1.53721 -1.11120 4.38394
H 0.52862 0.35572 4.46710
H 2.61291 -1.47006 2.13106
H 1.65919 -1.09274 0.74386

Atomic forces in eV per Å
Pt 0.3 0.4 -0.1
O 0.0 0.1 0.0
C 0.0 0.0 0.0
C 0.1 0.1 0.0
C 0.0 0.0 0.0
C 0.0 0.0 0.0
C -0.1 0.0 0.0
C 0.0 -0.2 0.0
N -0.2 -0.2 0.0
H 0.0 0.0 0.0
H 0.0 0.0 0.0
H 0.0 0.0 0.0
H 0.0 0.0 0.0
H 0.0 0.0 0.0
H 0.0 0.0 0.0
H 0.0 0.0 0.0
N 0.1 0.0 0.0
C -0.1 -0.1 0.1
O 0.0 0.1 -0.1
C 0.0 0.0 0.1
C -0.1 -0.1 -0.1
N 0.1 0.0 0.0
C 0.0 0.1 0.0
N -0.1 0.0 0.0
H 0.0 0.0 0.0
H 0.0 0.0 0.0
C 0.0 0.0 0.0
C -0.1 -0.1 0.0
N 0.1 -0.1 -0.1
O 0.0 0.0 0.2
H 0.0 0.0 0.0
H 0.0 0.0 0.0
H 0.0 0.0 0.0
H 0.0 0.0 0.0
H 0.0 0.0 0.0

Values from the calculation:
ΔE to the lowest compared entry with this formula, charge and spin: 119.5 kJ/mol
net charge: +3
HOMO energy (spin up / spin down): -19.39 / -19.39 eV
2S+1: 1
electronic energy: -29479.49285 eV
orbital gap (spin up / spin down): 4.138 / 4.131 eV

natural (NBO) population analysis, charges in e, atoms 1 to 2: atom 1 (Pt): 1.15, atom 2 (O): -0.69

No. 3
Below is 2 unconnected molecules or ions with the total composition C4H2O3 at a distorted geometry, with properties calculated with ωB97M-V/def2-TZVPD.

Geometry (Å):
C 0.87966 -0.17691 -0.88467
C 0.53635 0.77818 0.12840
C -0.10264 -0.83947 -0.15053
C -0.09862 -0.10916 1.14717
O -1.75908 -1.86562 -1.00835
O 0.76737 0.81940 -1.84085
O 0.30310 1.71532 -0.84810
H 0.55737 -0.47343 1.93249
H -1.08351 0.15170 1.52445

Atomic forces in eV per Å
C 0.2 0.9 2.1
C 1.7 -1.4 -0.4
C -1.3 -1.0 -1.6
C 0.0 0.4 0.8
O 0.4 0.4 0.3
O 0.5 -1.0 -1.6
O -1.5 1.6 0.6
H 0.1 0.2 0.0
H -0.1 -0.1 -0.1

Values from the calculation:
⟨S²⟩: 2.0504
ΔE to the lowest compared entry with this formula, charge and spin: 1035.0 kJ/mol
net charge: 0
HOMO energy (spin up / spin down): -8.24 / -9.85 eV
2S+1: 3
electronic energy: -10308.49385 eV
orbital gap (spin up / spin down): 7.284 / 8.822 eV

natural (NBO) population analysis, charges in e, atoms 1 to 2: atom 1 (C): 0.10, atom 2 (C): 0.25

No. 4
Below is C8H14N2O3 in the gas phase at a distorted geometry, with properties calculated with ωB97M-V/def2-TZVPD.

Geometry (Å):
C -0.92991 -1.63823 2.00111
C -0.21213 -0.31848 2.13506
N -0.30341 0.54849 0.96752
C -0.09884 0.21800 -0.34256
O 0.42096 -0.88240 -0.59192
C -0.28190 1.26059 -1.36007
C -1.83998 0.93664 -1.80437
C -1.53370 -0.15698 -2.73547
C -0.46519 0.43265 -3.51317
N 0.43124 1.12869 -2.61996
C 1.30959 -0.33076 2.64705
O 1.59825 -0.47394 3.85249
O 2.25660 -0.42430 1.57729
H -0.64323 -2.26484 2.90218
H -1.94655 -1.38220 1.98847
H -0.73207 -2.20219 1.09934
H -0.68738 0.20345 3.01156
H -0.40483 1.68219 1.34219
H -0.37077 2.27412 -0.96262
H -2.13033 1.97045 -2.21906
H -2.50746 0.80324 -0.92049
H -1.11587 -1.13460 -2.10583
H -2.38228 -0.60032 -3.30782
H -0.97665 1.24453 -4.07366
H 0.15141 -0.31373 -4.19097
H 1.37275 0.55331 -2.67898
H 1.58443 -0.74916 0.81446

Atomic forces in eV per Å
C 1.8 -1.2 1.1
C 1.5 1.4 1.3
N -1.4 4.9 1.8
C 2.9 -0.3 1.9
O -0.4 0.3 0.1
C -2.4 0.0 -0.5
C 0.5 3.0 1.6
C -1.4 -5.0 1.3
C 1.4 -0.2 -3.6
N 2.8 -1.4 0.4
C 1.4 -2.6 1.3
O -0.8 1.1 -4.2
O -4.1 -0.6 0.6
H -0.7 0.6 -1.0
H -1.6 0.0 0.3
H 0.4 0.0 -0.1
H 0.2 -0.3 -1.0
H 0.3 -4.4 -2.2
H 0.8 -0.1 0.2
H 0.0 -1.8 -0.2
H 0.6 -0.4 -0.7
H -1.1 2.6 -1.5
H 0.5 0.7 0.2
H 0.5 -0.7 -0.8
H -1.5 1.6 1.1
H -2.5 1.8 1.3
H 2.3 0.9 1.3

Values from the calculation:
SMILES string: C[C@H](NC(=O)[C@@H]1CCCN1)C(=O)O
ΔE to the lowest compared entry with this formula, charge and spin: 312.6 kJ/mol
net charge: 0
HOMO energy: -9.34 eV
2S+1: 1
electronic energy: -17643.58168 eV
orbital gap: 9.601 eV

natural (NBO) population analysis, charges in e, atoms 1 to 2: atom 1 (C): -0.62, atom 2 (C): -0.15

No. 5
Below is C4H5NO2 in the gas phase at a distorted geometry, with properties calculated with ωB97M-V/def2-TZVPD.

Geometry (Å):
O 0.74247 -1.26897 -1.04018
C 1.31996 -0.29040 -0.61025
C 0.70650 0.61691 0.36460
C -0.67551 1.19539 0.14895
N -0.49821 0.05028 0.99958
C -0.94323 -1.24397 0.20071
O -1.82473 -1.27486 -0.61012
H 2.35142 -0.12124 -0.92391
H 1.40458 1.25727 0.92019
H -1.33553 0.98818 -0.69006
H -0.72259 2.21292 0.53362
H -0.52513 -2.12153 0.70690

Atomic forces in eV per Å
O 0.9 0.3 -0.1
C 0.1 -0.4 -0.5
C -0.1 -0.1 -0.4
C 0.1 0.1 -0.5
N -0.3 -0.8 -0.5
C -0.8 0.8 0.9
O 0.3 0.5 1.0
H 0.3 0.4 -0.1
H -0.4 -0.5 0.1
H 0.6 0.1 -0.4
H -0.5 -0.4 0.5
H 0.0 0.1 0.0

Values from the calculation:
SMILES string: O=C[C@H]1CN1C=O
ΔE to the lowest compared entry with this formula, charge and spin: 276.0 kJ/mol
net charge: 0
HOMO energy: -9.79 eV
2S+1: 1
electronic energy: -9811.45419 eV
orbital gap: 9.979 eV

natural (NBO) population analysis, charges in e, atoms 1 to 2: atom 1 (O): -0.50, atom 2 (C): 0.42

No. 6
Below is 2 unconnected molecules or ions with the total composition C16H24BBr2Cl3F4N2O2P at a distorted geometry, with properties calculated with ωB97M-V/def2-TZVPD.

Geometry (Å):
C -3.26568 0.37402 3.76913
C -2.64648 1.55890 3.06901
O -1.42581 1.14619 2.41995
B -1.33351 1.21679 1.07416
O -1.27322 2.42726 0.42532
C -1.22630 -0.07950 0.11253
C -2.31490 -0.56433 -0.62408
C -3.66639 0.13801 -0.50889
F -3.51210 1.42383 -0.87480
F -4.07848 0.08368 0.76973
C -4.77056 -0.46198 -1.40855
F -5.81663 0.38480 -1.37908
F -5.15262 -1.65181 -0.93016
N -2.31967 -1.57617 -1.44600
N -1.17535 -2.18266 -1.62702
Cl -1.26013 -3.46435 -2.72185
C -0.04945 -1.83834 -1.00859
P 1.54853 -2.80766 -1.29349
C 1.15286 -4.56452 -0.89716
C 1.93337 -2.72329 -3.10896
C 3.45255 -2.90730 -3.25735
C -0.02563 -0.76513 -0.11243
C 1.25946 -0.36360 0.53885
Cl 1.56397 1.34817 0.16748
C 1.41158 -0.73931 2.06259
C 1.62082 0.40848 3.02409
Cl 0.11990 -1.85459 2.59546
H -2.61212 0.06426 4.57398
H -4.24932 0.61733 4.14542
H -3.33742 -0.44583 3.06655
H -2.42129 2.31557 3.80993
H -3.34168 2.01808 2.37188
H -2.11732 2.88484 0.51664
H -4.44127 -0.52965 -2.44043
H 0.20567 -4.62776 -0.37295
H 1.93174 -4.98367 -0.28149
H 1.02091 -5.11881 -1.81944
H 1.58809 -1.76411 -3.47606
H 1.38758 -3.51723 -3.60213
H 3.92374 -3.10223 -2.30401
H 3.89053 -2.02890 -3.70748
H 3.67133 -3.74393 -3.90615
H 2.07597 -0.88431 0.08152
H 2.31776 -1.32122 2.12539
H 1.70001 0.00808 4.02814
H 0.82157 1.12810 3.01975
H 2.56892 0.87959 2.80807
Br 3.48631 5.71431 1.18370
C 3.39984 5.76978 -0.75837
C 3.08520 4.41571 -1.33257
Br 4.63303 3.23525 -1.27941
H 4.34907 6.16213 -1.10645
H 2.60675 6.47561 -0.99358
H 2.82030 4.49728 -2.38429
H 2.28599 3.91616 -0.79607

Atomic forces in eV per Å
C 0.4 0.0 -0.4
C -0.2 0.2 0.7
O -0.6 -0.8 -0.5
B 0.6 1.0 0.1
O -0.8 -0.5 -0.4
C 1.1 -0.4 0.2
C -0.8 0.7 0.4
C -0.3 -0.9 -0.6
F 0.0 0.3 0.1
F 0.1 0.3 0.4
C 0.1 0.6 -0.2
F -0.2 0.0 0.2
F 0.0 -0.2 0.1
N 0.1 -0.2 -0.4
N -0.7 0.8 0.6
Cl -0.1 -0.1 -0.1
C 1.6 -1.4 -0.6
P 0.9 0.4 0.6
C -0.7 0.5 -0.6
C -0.4 -0.4 0.7
C -0.4 0.0 -0.3
C -1.1 0.3 -0.1
C 0.3 0.0 0.8
Cl -0.1 0.1 0.1
C 0.2 0.5 -0.1
C -0.2 -0.2 0.2
Cl -0.2 0.0 0.0
H 0.0 -0.1 0.3
H -0.2 0.1 0.2
H -0.2 -0.3 -0.1
H 0.4 0.3 0.0
H 0.0 0.0 -0.4
H 0.2 0.6 0.1
H 0.1 -0.3 -0.2
H -0.1 0.0 0.3
H 0.3 -0.1 0.1
H 0.2 -0.3 -0.1
H 0.0 0.2 -0.2
H -0.1 0.0 -0.3
H 0.3 0.1 0.2
H 0.2 0.2 0.1
H 0.0 -0.2 -0.2
H 0.1 -0.1 -0.4
H 0.1 -0.4 -0.1
H 0.0 -0.2 0.2
H -0.2 0.3 -0.1
H 0.2 0.3 -0.2
Br 0.0 0.0 0.0
C -0.1 0.1 0.2
C 0.2 -0.1 -0.2
Br -0.1 0.0 0.0
H 0.0 0.0 0.0
H 0.0 0.0 0.0
H 0.0 0.0 0.0
H 0.0 0.0 0.0

Values from the calculation:
net charge: +1
HOMO energy: -11.88 eV
2S+1: 1
electronic energy: -222537.40052 eV
orbital gap: 6.843 eV

natural (NBO) population analysis, charges in e, atoms 1 to 2: atom 1 (C): -0.62, atom 2 (C): -0.05